(1)
This record from the Open Molecules 2025 dataset describes the molecule C4H3NO2. The level of theory is ωB97M-V/def2-TZVPD.

For the energy above the lowest of the compared OMol25 structures with the same formula, charge and spin, the calculation gives 203.8 kJ/mol. Its SMILES is O=Cc1ccon1. The charge is 0.

Last column: Mulliken charge in e.
Geometry (Å):
O: -2.3320 0.9822 -0.8243  -0.460
C: -1.6787 -0.0296 -0.8816  -0.114
C: -0.3521 -0.1943 -0.2237  0.600
C: 0.3517 0.6352 0.7048  -0.398
C: 1.5649 0.0415 0.7615  -0.259
O: 1.5940 -1.0583 -0.0072  -0.120
N: 0.3883 -1.2025 -0.6221  -0.385
H: -1.9934 -0.9095 -1.4767  0.341
H: 0.0140 1.4495 1.3211  0.358
H: 2.4756 0.2934 1.2822  0.437

***

(2)
This record from the Open Molecules 2025 dataset describes a structure of composition C19H15MnN5O4SSe in a non-equilibrium geometry. The level of theory is ωB97M-V/def2-TZVPD.

For the energy above the lowest of the compared OMol25 structures with the same formula, charge and spin, the calculation gives 20.1 kJ/mol. As for the expectation value of S²: 6.086. As for the spin multiplicity: 5. The charge is +1.

Last column: Löwdin spin population.
Geometry (Å):
Mn: 0.1983 1.4563 -0.4195  3.901
Se: -3.2501 -0.9660 5.9762  0.000
N: -2.0991 -1.7352 4.8606  0.000
C: -1.8568 -0.8723 3.9087  0.000
C: -0.9551 -1.1428 2.7968  0.000
C: -0.3323 -2.3730 2.6054  0.008
C: 0.4682 -2.5398 1.5005  -0.002
C: 0.6606 -1.4708 0.6341  0.007
N: 0.0961 -0.2729 0.8021  -0.011
C: -0.7344 -0.1309 1.8632  0.004
C: -1.4559 1.1195 1.9443  0.005
N: -1.2425 1.9691 0.9326  -0.008
C: -1.9142 3.1179 0.8945  0.011
C: -2.8239 3.4717 1.8860  -0.002
C: -3.0453 2.6064 2.9351  0.010
C: -2.3565 1.3943 2.9713  -0.001
C: -2.5449 0.3844 4.0007  0.000
N: -3.3417 0.5346 5.0262  -0.001
H: -0.5071 -3.1737 3.3117  0.000
H: 0.9423 -3.4855 1.2817  0.000
H: 1.2821 -1.5958 -0.2253  0.000
H: -1.7123 3.7447 0.0366  0.000
H: -3.3483 4.4135 1.8150  0.000
H: -3.7495 2.8377 3.7233  0.000
C: 0.4760 3.8788 -2.1190  0.012
O: -0.2146 2.8216 -1.5280  0.057
H: 0.1526 4.8344 -1.6957  0.003
H: 0.2828 3.8988 -3.1956  -0.001
H: 1.5640 3.8200 -1.9680  -0.002
N: 2.1000 1.1593 -1.2702  -0.023
C: 2.0619 -0.0412 -2.0642  0.011
C: 3.1142 -0.9440 -2.0583  -0.004
C: 2.9282 -2.2011 -2.6128  0.008
C: 1.6909 -2.5315 -3.1480  -0.002
C: 0.6770 -1.5860 -3.2478  0.001
C: 0.8641 -0.3269 -2.7047  0.011
S: 1.3500 -4.2178 -3.5466  0.000
O: 0.3890 -4.2080 -4.6264  -0.001
O: 2.6162 -4.8363 -3.8632  0.000
O: 0.7723 -4.7817 -2.3280  -0.001
H: 2.3735 1.9576 -1.8407  0.003
H: 2.8166 1.0452 -0.5582  0.003
H: 4.0541 -0.6871 -1.5850  0.000
H: 3.7178 -2.9403 -2.5966  0.000
H: -0.2564 -1.8487 -3.7282  0.000
H: 0.0924 0.4434 -2.7766  0.003

***

> charge of number 1 (C4H3NO2)?

0

***

> Which of these has the lowest charge?

C4H3NO2

***

> Look up the charge of the second one.

+1